1.
The following is a quantum chemistry calculation of C37H30ClN5O4PdSi as an isolated structure, from OMol25.

```
79
Properties=species:S:1:pos:R:3:mulliken_charge:R:1
Pd -0.19 0.06 -0.17 0.293
N -0.61 -0.65 3.03 -0.121
C -0.63 -2.02 2.88 0.471
C -0.64 -2.81 4.01 -0.586
C -0.78 -4.20 3.96 -0.817
C -0.95 -4.83 2.76 -0.897
C -0.94 -4.06 1.57 1.560
C -1.16 -4.69 0.32 -0.871
C -1.15 -3.95 -0.82 -0.668
C -0.85 -2.59 -0.72 -0.627
N -0.64 -1.95 0.42 0.149
C -0.74 -2.66 1.60 -0.427
H -0.21 -0.34 3.90 0.368
H -0.29 -0.10 2.25 -0.191
H -0.54 -2.32 4.97 0.373
H -0.78 -4.77 4.88 0.401
H -1.10 -5.90 2.70 0.394
H -1.33 -5.76 0.30 0.422
H -1.32 -4.39 -1.79 0.504
H -0.72 -2.01 -1.64 0.375
O -0.94 1.84 -3.93 -0.727
Cl -0.94 0.88 -2.87 1.944
O -0.30 1.54 -1.70 -0.717
O -0.18 -0.30 -3.21 -0.642
O -2.29 0.52 -2.49 -0.663
C 3.50 -4.00 -2.78 -0.649
C 2.49 -4.17 -1.83 -1.032
C 2.06 -3.08 -1.09 0.276
C 2.63 -1.81 -1.26 0.497
C 3.63 -1.67 -2.22 -0.645
C 4.06 -2.75 -2.97 -0.835
Si 2.08 -0.34 -0.25 1.539
C 3.04 1.15 -0.84 0.250
C 4.25 1.47 -0.21 -0.164
C 5.08 2.47 -0.69 -0.818
C 4.71 3.18 -1.83 -0.496
C 3.53 2.87 -2.49 -0.719
C 2.70 1.86 -2.00 -0.266
C 2.45 -0.56 1.58 0.418
C 2.67 -1.81 2.16 -0.444
C 2.86 -1.95 3.53 -0.594
C 2.85 -0.83 4.35 -0.477
C 2.65 0.43 3.79 -0.887
C 2.45 0.56 2.43 -0.071
H 3.83 -4.85 -3.36 0.376
H 2.04 -5.14 -1.68 0.456
H 1.26 -3.23 -0.37 0.244
H 4.08 -0.70 -2.39 0.348
H 4.84 -2.62 -3.71 0.422
H 4.56 0.92 0.67 0.407
H 6.00 2.70 -0.19 0.410
H 5.35 3.96 -2.21 0.376
H 3.24 3.41 -3.38 0.443
H 1.79 1.64 -2.52 0.276
H 2.70 -2.70 1.54 0.353
H 3.02 -2.93 3.96 0.463
H 3.00 -0.93 5.42 0.404
H 2.65 1.31 4.42 0.399
H 2.29 1.54 2.01 0.517
N -8.78 5.15 -3.39 -0.510
C -7.84 4.80 -2.82 0.058
C -6.67 4.36 -2.11 0.494
C -5.93 3.29 -2.58 -0.978
C -4.80 2.86 -1.90 -0.042
C -4.43 3.51 -0.73 0.478
C -5.17 4.59 -0.25 -0.446
C -6.29 5.02 -0.94 -0.821
N -3.29 3.08 -0.02 0.310
C -2.30 3.88 0.52 -0.334
C -1.40 3.03 1.07 -0.867
N -1.79 1.72 0.88 -0.215
C -2.93 1.80 0.24 -0.650
H -6.23 2.79 -3.50 0.449
H -4.19 2.05 -2.28 0.501
H -4.88 5.07 0.68 0.515
H -6.87 5.85 -0.57 0.447
H -2.32 4.95 0.43 0.486
H -0.47 3.27 1.57 0.495
H -3.53 0.96 -0.09 0.551
```

HOMO energy = -0.298 hartree
Frontier orbital gap = 0.274 Ha
Lowest unoccupied orbital energy = -0.66 eV
Energy relative to the best compared isomer or geometry (same formula, charge and spin) = 20.79 kcal per mole
Net charge = 0
E_tot = -78370.46685 eV
2S+1 = 1

---

2.
The following is a quantum chemistry calculation of C6H10IrO6 as an isolated structure, from OMol25.

```
23
Properties=species:S:1:pos:R:3:mulliken_charge:R:1
O 2.29 2.08 0.70 -0.314
C 2.22 1.13 -0.02 0.610
O 1.86 -0.12 0.31 -0.294
C 0.77 -0.27 1.28 -0.549
C 0.22 -1.68 1.26 -0.779
C -0.53 -2.14 0.00 -0.608
C -1.33 -1.09 -0.75 -0.643
O -2.30 -0.52 0.13 -0.176
C -3.08 0.42 -0.38 0.759
O -3.07 0.81 -1.52 -0.014
O -3.88 0.88 0.58 -0.239
H 0.02 0.49 1.03 0.446
H 1.22 -0.04 2.25 0.421
H -0.46 -1.70 2.12 0.438
H 1.03 -2.39 1.48 0.371
H -1.19 -2.97 0.28 0.367
H 0.17 -2.56 -0.73 0.264
H -1.84 -1.55 -1.60 0.564
H -0.69 -0.28 -1.13 0.316
H -4.42 1.59 0.23 0.404
Ir 3.03 -1.02 -1.20 1.673
O 3.29 0.93 -0.82 -0.489
H 3.88 1.77 -0.52 0.473
```

HOMO energy (alpha / beta) = -0.842 / -0.842 hartree
Frontier orbital gap (alpha / beta) = 0.296 / 0.248 Ha
Lowest unoccupied orbital energy (alpha / beta) = -14.86 / -16.16 eV
Net charge = +3
E_tot = -21466.04453 eV
2S+1 = 5

---

3.
The following is a quantum chemistry calculation of one molecule with the formula C3H5N3, from OMol25.

```
11
Properties=species:S:1:pos:R:3:mulliken_charge:R:1
H -2.38 1.57 0.07 0.215
N -1.38 1.51 0.08 -0.681
C -0.82 0.35 -0.03 0.557
C -1.40 -0.87 -0.56 0.095
N -1.90 -1.82 -1.00 -0.341
N 0.44 0.40 0.44 -0.261
C 1.57 -0.47 0.13 -0.712
H 0.35 1.43 0.65 0.313
H 1.21 -1.48 -0.12 0.294
H 2.17 -0.11 -0.72 0.269
H 2.23 -0.57 1.00 0.251
```

HOMO energy = -0.347 hartree
Frontier orbital gap = 0.364 Ha
Lowest unoccupied orbital energy = 0.48 eV
Energy relative to the best compared isomer or geometry (same formula, charge and spin) = 37.82 kcal per mole
Net charge = 0
E_tot = -7660.81533 eV
2S+1 = 1

---

4.
The following is a quantum chemistry calculation of one molecule with the formula C3H10N2, from OMol25.

```
15
Properties=species:S:1:pos:R:3:mulliken_charge:R:1
C -0.84 1.16 -1.08 -1.327
C 0.15 0.13 -0.54 0.361
N -0.17 -1.21 -1.06 -0.480
C 0.11 0.12 1.02 -0.703
N 0.97 -0.97 1.54 -0.597
H -0.57 2.11 -0.57 0.326
H -0.46 1.39 -2.15 0.297
H -1.86 0.88 -0.80 0.435
H 1.18 0.36 -0.79 0.256
H 0.40 -1.98 -0.78 0.209
H -1.11 -1.28 -1.42 0.177
H -0.88 -0.22 1.34 0.255
H 0.06 1.08 1.63 0.333
H 1.88 -0.82 1.13 0.225
H 1.15 -0.77 2.53 0.234
```

HOMO energy = -0.316 hartree
Frontier orbital gap = 0.359 Ha
Lowest unoccupied orbital energy = 1.18 eV
Energy relative to the best compared isomer or geometry (same formula, charge and spin) = 23.71 kcal per mole
Net charge = 0
E_tot = -6252.39997 eV
2S+1 = 1

---

5.
The following is a quantum chemistry calculation of a 2-piece molecular cluster, C2H8N2O overall, from OMol25.

```
13
Properties=species:S:1:pos:R:3:mulliken_charge:R:1
C -0.94 0.70 1.45 -0.187
C -0.20 -0.39 1.62 -0.436
N 1.23 -0.21 1.66 -0.767
N -2.35 0.76 1.16 -0.637
H -0.46 1.67 1.34 0.259
H -0.56 -1.39 1.44 0.251
H 1.61 -0.34 0.71 0.360
H 1.57 -1.09 2.05 0.359
H -2.74 1.63 1.46 0.280
H -2.50 0.71 0.16 0.303
H 1.52 0.02 -4.56 0.933
H 2.28 -1.27 -4.47 0.889
O 1.54 -0.80 -4.02 -2.607
```

HOMO energy (alpha / beta) = 0.048 / -0.227 hartree
Frontier orbital gap (alpha / beta) = 0.084 / 0.355 Ha
Lowest unoccupied orbital energy (alpha / beta) = 3.60 / 3.49 eV
Energy relative to the best compared isomer or geometry (same formula, charge and spin) = 43.69 kcal per mole
Net charge = -1
E_tot = -7228.91974 eV
2S+1 = 2

---

6.
The following is a quantum chemistry calculation of CH10N3Si as an isolated structure, from OMol25.

```
15
Properties=species:S:1:pos:R:3:mulliken_charge:R:1
C -0.12 -0.67 1.66 0.229
N 1.59 -1.60 -0.14 -0.735
N 0.30 -0.99 2.72 -0.178
N -1.40 1.85 -1.55 -0.713
Si -0.58 0.46 0.06 0.754
H 2.16 -0.88 -0.50 0.259
H 1.26 -2.16 -0.96 0.264
H -2.30 1.57 -1.31 0.295
H 1.07 -1.37 3.22 0.310
H 2.11 -2.11 0.56 0.249
H -1.14 2.82 -1.51 0.283
H -1.21 1.69 -2.58 0.314
H -0.74 -0.84 -0.74 -0.067
H -1.69 1.05 0.68 -0.178
H 0.67 1.18 0.37 -0.086
```

HOMO energy = -0.518 hartree
Frontier orbital gap = 0.392 Ha
Lowest unoccupied orbital energy = -3.44 eV
Energy relative to the best compared isomer or geometry (same formula, charge and spin) = 52.40 kcal per mole
Net charge = +1
E_tot = -13539.09505 eV
2S+1 = 1